DFT (ωB97M-V/def2-TZVPD) results for a structure of composition C42H35N5O2PtSTe.

The geometry in XYZ format:
```
87
Properties=species:S:1:pos:R:3:lowdin_charge:R:1
Pt 0.60 1.38 1.17 0.98
N -1.07 1.09 5.09 0.08
C -0.35 1.21 3.94 -0.87
S -1.15 1.88 2.57 0.59
N 0.89 0.77 4.00 0.02
N 1.53 0.87 2.81 -0.18
C 2.75 0.45 2.68 -0.18
C 3.51 -0.20 3.77 -0.18
C 3.68 0.40 5.02 -0.03
C 4.40 -0.24 6.01 -0.07
C 4.94 -1.50 5.78 -0.08
C 4.77 -2.11 4.54 -0.08
C 4.06 -1.46 3.55 -0.04
C 3.33 0.64 1.34 -0.20
C 4.68 0.45 1.04 0.01
C 5.12 0.71 -0.24 -0.04
C 4.23 1.17 -1.20 -0.04
C 2.91 1.35 -0.84 -0.08
N 2.49 1.10 0.39 -0.05
H -1.92 1.62 5.16 0.09
H -0.55 0.91 5.93 0.10
H 3.25 1.38 5.20 0.11
H 4.53 0.24 6.97 0.10
H 5.50 -2.00 6.56 0.10
H 5.18 -3.09 4.36 0.10
H 3.91 -1.94 2.59 0.12
H 5.35 0.11 1.81 0.12
H 6.17 0.57 -0.49 0.11
H 4.55 1.39 -2.21 0.11
H 2.16 1.72 -1.53 0.12
C -1.22 0.34 -5.90 -0.05
C -1.00 0.73 -4.46 -0.26
C -1.17 2.03 -4.01 0.02
C -0.98 2.37 -2.69 -0.08
C -1.16 3.82 -2.34 -0.29
O -0.76 4.67 -3.11 0.10
C -1.91 4.23 -1.11 -0.15
C -2.90 3.42 -0.57 -0.03
C -3.64 3.85 0.52 -0.09
C -3.37 5.09 1.09 -0.09
C -2.38 5.90 0.55 -0.08
C -1.66 5.47 -0.55 -0.01
C -0.54 1.42 -1.72 -0.31
O -0.29 1.94 -0.55 -0.30
C -0.39 0.07 -2.16 -0.07
C -0.62 -0.21 -3.52 0.01
C -0.02 -1.09 -1.31 -0.21
N 0.29 -0.95 -0.08 0.05
C 0.70 -2.08 0.75 -0.31
C -0.42 -3.01 1.23 -0.48
Te -1.99 -2.05 2.32 1.28
C -3.23 -1.71 0.64 -0.56
C -4.14 -2.68 0.25 -0.16
C -4.91 -2.51 -0.89 -0.10
C -4.77 -1.36 -1.65 -0.09
C -3.86 -0.38 -1.27 -0.08
C -3.10 -0.55 -0.12 -0.14
C -0.01 -2.44 -1.98 -0.21
C -1.21 -3.10 -2.24 -0.03
C -1.21 -4.36 -2.81 -0.06
C -0.01 -4.98 -3.13 -0.09
C 1.19 -4.32 -2.89 -0.08
C 1.18 -3.05 -2.32 -0.04
H -1.45 1.21 -6.51 0.07
H -2.05 -0.37 -6.00 0.08
H -0.34 -0.14 -6.33 0.08
H -1.46 2.81 -4.70 0.13
H -3.09 2.44 -1.00 0.09
H -4.41 3.22 0.94 0.10
H -3.93 5.43 1.95 0.10
H -2.17 6.87 0.99 0.10
H -0.90 6.10 -1.00 0.12
H -0.49 -1.23 -3.85 0.12
H 1.17 -1.65 1.64 0.08
H 1.46 -2.69 0.25 0.11
H 0.00 -3.75 1.90 0.04
H -0.89 -3.54 0.40 0.04
H -4.25 -3.59 0.84 0.09
H -5.62 -3.27 -1.19 0.10
H -5.36 -1.22 -2.55 0.10
H -3.74 0.51 -1.87 0.10
H -2.38 0.21 0.18 0.06
H -2.15 -2.61 -1.99 0.11
H -2.15 -4.86 -3.00 0.11
H -0.01 -5.96 -3.58 0.10
H 2.13 -4.79 -3.16 0.10
H 2.12 -2.54 -2.14 0.12
```

The highest occupied orbital energy is -7.36 eV. The value obtained for the total energy is -77043.6747 eV. The value obtained for the largest force on an atom is 0.363 eV/Å. The spin multiplicity is 1.

***

DFT (ωB97M-V/def2-TZVPD) results for a structure of composition C27H58HfO4P2Si.

The geometry in XYZ format:
```
93
Properties=species:S:1:pos:R:3:lowdin_charge:R:1
P 0.48 -1.90 -6.19 0.80
P 0.37 1.20 -6.08 0.80
C 0.10 -1.01 -7.80 -0.43
C 0.62 0.43 -7.77 -0.43
H -0.99 -1.04 -7.94 0.08
H 0.57 -1.58 -8.62 0.09
H 1.70 0.46 -7.99 0.08
H 0.09 1.04 -8.52 0.09
C -1.23 2.05 -6.46 -0.30
H -1.45 2.76 -5.66 0.04
H -2.04 1.32 -6.51 0.04
H -1.14 2.58 -7.42 0.05
C 1.48 2.65 -6.33 -0.31
H 1.23 3.15 -7.28 0.05
H 2.52 2.31 -6.35 0.04
H 1.34 3.34 -5.50 0.04
C -0.64 -3.33 -6.45 -0.31
H -0.44 -4.08 -5.68 0.04
H -0.47 -3.77 -7.45 0.05
H -1.68 -3.00 -6.36 0.04
C 2.04 -2.71 -6.74 -0.29
H 2.85 -1.97 -6.81 0.04
H 1.89 -3.17 -7.72 0.05
H 2.32 -3.47 -6.01 0.04
Hf 0.34 -0.43 0.48 1.80
C 1.05 1.03 -1.10 -0.21
C -0.39 0.97 -1.15 -0.17
C -1.16 0.26 -2.27 -0.15
C -1.54 -1.21 -1.96 -0.14
C -0.55 -1.91 -1.05 -0.21
C 0.85 -1.91 -1.29 -0.15
C 1.52 -1.15 -2.42 -0.15
C 1.95 0.31 -2.09 -0.15
C 0.55 -2.30 1.65 -0.24
H 1.47 1.97 -0.71 0.15
H -0.91 1.85 -0.74 0.15
H -0.63 0.32 -3.24 0.09
H -2.09 0.83 -2.45 0.14
H -2.54 -1.23 -1.48 0.13
H -1.69 -1.77 -2.90 0.15
H -0.97 -2.76 -0.50 0.14
H 1.46 -2.70 -0.85 0.13
H 0.89 -1.16 -3.34 0.06
H 2.42 -1.71 -2.72 0.14
H 2.99 0.30 -1.70 0.13
H 2.02 0.89 -3.03 0.14
H 1.31 -2.26 2.45 0.01
H 0.80 -3.18 1.03 0.01
H -0.39 -2.56 2.17 0.04
C 1.40 3.89 3.48 -0.03
C 1.71 2.61 4.27 -0.60
C 2.70 1.73 3.51 -0.03
C 2.22 2.99 5.66 -0.02
O 0.46 1.88 4.51 -0.10
Si -0.34 0.70 3.67 0.07
O -0.13 0.67 2.05 -0.33
O 0.17 -0.78 4.19 -0.16
C 0.38 -1.47 5.53 -0.56
C 1.07 -2.78 5.18 -0.04
C 1.25 -0.57 6.39 -0.03
C -0.99 -1.70 6.15 -0.03
O -1.89 1.04 4.10 -0.10
C -3.23 0.73 3.56 -0.60
C -3.28 0.87 2.04 -0.05
C -3.60 -0.69 3.99 -0.03
C -4.16 1.76 4.21 -0.02
H 2.32 4.49 3.39 0.10
H 0.65 4.50 4.00 0.10
H 1.05 3.65 2.47 0.07
H 3.67 2.26 3.45 0.10
H 2.87 0.78 4.03 0.09
H 2.36 1.55 2.48 0.05
H 1.47 3.57 6.21 0.10
H 2.48 2.10 6.25 0.08
H 3.13 3.61 5.57 0.10
H 2.06 -2.60 4.73 0.09
H 1.23 -3.38 6.09 0.10
H 0.47 -3.38 4.49 0.08
H 0.74 0.37 6.63 0.09
H 1.46 -1.08 7.35 0.11
H 2.22 -0.38 5.92 0.08
H -1.48 -0.75 6.36 0.09
H -1.61 -2.32 5.50 0.09
H -0.88 -2.23 7.11 0.10
H -2.74 0.06 1.54 0.05
H -4.33 0.79 1.71 0.10
H -2.90 1.85 1.71 0.09
H -3.60 -0.77 5.09 0.09
H -4.61 -0.93 3.63 0.10
H -2.90 -1.41 3.56 0.08
H -4.12 1.70 5.30 0.10
H -3.90 2.77 3.89 0.09
H -5.20 1.56 3.90 0.10
```

The highest occupied orbital energy (alpha / beta) is -12.71 / -12.69 eV. The value obtained for the total energy is -64877.6457 eV. The value obtained for the largest force on an atom is 10.328 eV/Å. Its charge is +2. The spin multiplicity is 1.

***

DFT (ωB97M-V/def2-TZVPD) results for a structure of composition C46H61IN4OP3SiTeTi.

The geometry in XYZ format:
```
119
Properties=species:S:1:pos:R:3:lowdin_spin:R:1
Ti -12.96 -7.96 14.63 0.06
C -7.37 -8.32 13.88 0.00
C -8.63 -7.83 14.65 0.00
C -8.51 -7.30 16.11 0.00
P -9.65 -6.64 13.73 0.00
C -8.91 -4.96 13.99 0.00
C -9.55 -3.93 13.08 0.00
C -7.38 -4.97 13.80 0.00
C -9.69 -7.16 12.01 0.00
C -8.76 -6.56 11.18 0.00
C -8.51 -7.09 9.94 0.00
C -9.36 -8.02 9.40 0.00
C -10.34 -8.58 10.20 0.00
C -10.44 -8.23 11.55 0.00
Si -11.68 -9.18 12.69 0.00
C -12.92 -9.94 11.44 0.00
C -12.53 -11.08 10.70 0.00
C -13.44 -11.72 9.81 0.00
C -14.75 -11.22 9.68 0.00
C -15.11 -10.12 10.45 0.00
C -14.23 -9.46 11.33 0.00
P -14.73 -8.16 12.45 0.00
C -16.58 -8.36 12.66 0.00
C -17.12 -9.72 12.94 0.00
C -17.08 -7.47 13.80 0.00
C -14.65 -6.77 11.24 0.00
C -15.22 -5.49 11.77 0.00
C -13.18 -6.52 10.77 0.00
C -10.61 -10.61 13.31 0.00
C -9.51 -11.12 12.55 0.00
C -8.79 -12.30 12.98 0.00
C -9.30 -13.00 14.11 0.00
C -10.32 -12.49 14.81 0.00
C -11.01 -11.27 14.42 0.00
P -12.29 -10.47 15.44 0.00
C -11.44 -10.14 17.09 0.00
C -12.52 -9.90 18.09 0.00
C -10.42 -11.12 17.58 0.00
C -13.58 -11.80 15.68 0.00
C -14.32 -11.94 14.35 0.00
C -13.24 -13.24 16.19 0.00
H -6.82 -8.87 14.68 0.00
H -6.70 -7.43 13.54 0.00
H -7.64 -8.90 13.09 0.00
H -9.31 -8.67 14.70 0.00
H -7.53 -6.80 16.19 0.00
H -8.47 -8.08 16.84 0.00
H -9.35 -6.60 16.33 0.00
H -9.18 -4.70 15.03 0.00
H -9.24 -3.99 12.06 0.00
H -9.11 -3.00 13.44 0.00
H -10.62 -3.97 13.17 0.00
H -7.15 -5.02 12.75 0.00
H -6.80 -5.55 14.47 0.00
H -7.00 -4.00 14.16 0.00
H -8.05 -5.84 11.60 0.00
H -7.78 -6.68 9.23 0.00
H -9.33 -8.27 8.33 0.00
H -11.05 -9.32 9.85 0.00
H -11.59 -11.59 10.77 0.00
H -13.16 -12.59 9.21 0.00
H -15.46 -11.71 9.02 0.00
H -16.10 -9.69 10.25 0.00
H -17.02 -7.89 11.82 0.00
H -16.73 -10.20 13.81 0.00
H -16.87 -10.50 12.18 0.00
H -18.24 -9.63 13.04 0.00
H -16.80 -6.43 13.61 0.00
H -16.89 -7.85 14.84 0.00
H -18.26 -7.45 13.87 0.00
H -15.28 -7.18 10.44 0.00
H -16.24 -5.58 11.99 0.00
H -15.12 -4.68 11.06 0.00
H -14.68 -5.23 12.71 0.00
H -12.65 -7.46 10.51 0.00
H -13.10 -5.81 9.92 0.00
H -12.63 -6.10 11.65 0.00
H -9.29 -10.51 11.64 0.00
H -7.96 -12.69 12.33 0.00
H -8.79 -13.87 14.49 0.00
H -10.76 -13.09 15.67 0.00
H -11.02 -9.16 16.91 0.00
H -13.32 -10.65 18.06 0.00
H -13.01 -8.91 18.06 0.00
H -12.08 -9.96 19.06 0.00
H -10.76 -12.14 17.85 0.00
H -10.01 -10.69 18.43 0.00
H -9.54 -11.30 16.90 0.00
H -14.30 -11.42 16.32 0.00
H -13.56 -12.43 13.63 0.00
H -14.63 -11.01 13.80 0.00
H -15.30 -12.44 14.44 0.00
H -12.56 -13.74 15.49 0.00
H -14.16 -13.84 16.39 0.00
H -12.65 -13.26 17.13 0.00
Te -12.64 -5.10 14.86 0.00
O -11.37 -7.74 15.56 0.01
C -11.34 -6.79 14.46 0.01
I -11.58 -5.81 22.14 0.00
C -11.02 -5.35 20.23 0.00
C -11.53 -5.83 19.06 0.00
N -11.04 -5.12 18.10 0.00
N -10.31 -4.07 18.49 0.00
C -10.25 -4.21 19.83 0.00
H -12.14 -6.74 18.85 0.00
H -11.31 -5.17 17.12 0.00
H -9.79 -3.48 20.45 0.00
N -17.87 -8.28 20.32 0.15
C -17.16 -8.37 19.40 0.05
C -16.20 -8.41 18.40 0.25
C -15.18 -7.36 18.39 0.03
C -14.41 -7.15 17.28 0.11
N -14.48 -7.91 16.10 0.16
C -15.37 -8.92 16.21 0.09
C -16.28 -9.19 17.17 0.05
H -14.98 -6.80 19.25 0.00
H -13.58 -6.48 17.28 0.01
H -15.46 -9.61 15.36 0.00
H -16.87 -10.03 17.07 0.00
```

The highest occupied orbital energy (alpha / beta) is -5.40 / -7.12 eV. The value obtained for the total energy is -130950.1983 eV. The value obtained for the largest force on an atom is 4.933 eV/Å. The spin multiplicity is 2.